DFT (the ωB97M-V functional and the def2-TZVPD basis) results for C42H42FHgN6O10S as an isolated structure.

Calculated values
- max |F| (eV/A) = 0.419
- HOMO energy (spin up / spin down) (eV) = -0.68 / -0.68
- energy (eV) = -91377.936
- lowest unoccupied orbital energy (spin up / spin down) (eV) = 3.805 / 1.767
- energy relative to the best compared isomer or geometry (same formula, charge and spin) (eV) = 0.000

Geometry as ORCA input:
```
! RIJCOSX wB97M-V def2-TZVPD def2/J DEFGRID3
* xyz -2 2
Hg -0.6390 0.1509 -2.2194
C -0.7115 2.3652 -5.7215
O -1.3146 3.6359 -5.4365
C -1.5454 4.0246 -4.1653
C -1.6331 5.3642 -3.9039
C -1.8687 5.8388 -2.5958
C -1.9770 4.9787 -1.5425
C -1.9022 3.5795 -1.7348
C -1.8906 2.7647 -0.5875
N -1.6753 1.4673 -0.5376
N -1.7071 0.9608 0.6832
C -1.1952 -0.2929 0.7665
O -0.6711 -0.9543 -0.1433
C -1.2256 -0.8700 2.1447
C -0.8082 -2.1853 2.3236
C -0.7800 -2.7399 3.5918
C -1.1609 -1.9822 4.6903
C -1.5764 -0.6699 4.5155
C -1.6102 -0.1140 3.2475
C -1.8079 3.0590 -3.0943
O -1.9854 1.8514 -3.3657
H -0.2682 2.4937 -6.7082
H -1.4667 1.5831 -5.7449
H 0.0632 2.1144 -4.9967
H -1.4992 6.0526 -4.7276
H -1.9194 6.9066 -2.4261
H -2.0906 5.3583 -0.5348
H -1.9916 3.2724 0.3736
H -0.4927 -2.7485 1.4569
H -0.4401 -3.7586 3.7275
H -1.1151 -2.4079 5.6843
H -1.8523 -0.0708 5.3737
H -1.9094 0.9126 3.0969
F 1.4640 0.8135 4.2433
C 2.2177 0.4561 3.1721
C 1.7471 0.7829 1.9325
C 2.4905 0.5111 0.7792
C 1.9738 0.9076 -0.5312
O 0.9210 1.5455 -0.6256
C 2.7875 0.5210 -1.6596
C 3.9953 -0.0533 -1.4299
N 4.4770 -0.4066 -0.2109
C 5.7939 -0.9646 -0.0893
C 5.9424 -2.3886 0.3526
C 6.2327 -2.0065 -1.0710
C 3.7357 -0.1093 0.9341
C 4.1998 -0.4386 2.2073
C 3.4683 -0.1729 3.3696
N 4.0045 -0.5357 4.5886
C 5.3548 -0.0397 4.8825
C 6.3680 -1.1302 5.1930
N 4.5908 -1.3391 7.7156
C 3.6399 -1.8031 6.7634
C 3.1074 -0.7857 5.7221
C 2.3869 0.7287 -3.1106
O 3.2670 0.9436 -3.9373
O 1.1391 0.6391 -3.3900
H 0.7966 1.2925 1.8342
H 4.6321 -0.2780 -2.2749
H 6.5441 -0.2630 0.2628
H 5.0294 -2.9311 0.5456
H 6.7628 -2.6240 1.0147
H 5.5220 -2.3166 -1.8216
H 7.2595 -1.9720 -1.4058
H 5.1400 -0.9520 2.3302
H 5.2895 0.6528 5.7303
H 5.6848 0.5344 4.0109
H 7.3587 -0.6848 5.3060
H 6.4060 -1.8541 4.3748
H 4.1399 -0.5750 8.2250
H 6.0806 -1.6100 6.1350
H 2.7008 -2.2356 7.1914
H 4.0767 -2.6320 6.1829
H 2.8850 0.1503 6.2575
H 2.1746 -1.1650 5.2945
C -5.7093 -1.3661 1.2550
C -5.7130 -0.8571 -0.1588
C -4.9401 0.2420 -0.5166
C -4.8857 0.6798 -1.8287
C -5.6291 0.0219 -2.7970
C -6.4218 -1.0661 -2.4612
C -6.4604 -1.4978 -1.1446
S -5.4513 0.4979 -4.4943
O -6.5187 -0.1192 -5.2394
O -5.2615 1.9187 -4.5344
N -4.0535 -0.1976 -4.9662
C -4.0501 -1.6644 -5.0438
C -2.6510 -2.1419 -5.3917
C -1.6330 -1.9762 -4.2523
O -0.5652 -2.5635 -4.2979
O -2.0395 -1.1787 -3.3279
H -5.2047 -0.6687 1.9215
H -5.1785 -2.3174 1.3162
H -6.7241 -1.5278 1.6217
H -4.3503 0.7442 0.2404
H -4.2621 1.5162 -2.1062
H -6.9966 -1.5578 -3.2325
H -7.0723 -2.3520 -0.8787
H -3.2947 0.1001 -4.3498
H -4.7777 -1.9608 -5.7996
H -4.3447 -2.1002 -4.0816
H -2.2633 -1.5701 -6.2389
H -2.6685 -3.1896 -5.6966
*
```



DFT (the ωB97M-V functional and the def2-TZVPD basis) results for a 2-piece molecular cluster, CHClN4OP overall at a distorted geometry.

Calculated values
- max |F| (eV/A) = 5.145
- HOMO energy (spin up / spin down) (eV) = -5.47 / -5.46
- energy (eV) = -30871.359
- lowest unoccupied orbital energy (spin up / spin down) (eV) = 2.488 / 2.488
- energy relative to the best compared isomer or geometry (same formula, charge and spin) (eV) = 2.914

Geometry as ORCA input:
```
! RIJCOSX wB97M-V def2-TZVPD def2/J DEFGRID3
* xyz -1 1
C 0.4361 -0.3436 -0.1146
N 1.6499 -0.3825 1.5386
N 0.4744 -0.8260 1.1172
N 1.5209 0.3930 -0.4729
N 2.2119 0.3607 0.6648
O -2.5233 0.5603 0.0631
P -0.9222 -0.8827 -1.1278
Cl -0.8208 0.4769 -2.4817
H -2.0269 0.6439 0.8134
*
```



> Which value of max |F| does entry 2 give?

5.145 eV/A



> What is the formula in the second record?

CHClN4OP



> What is the formula in the second record?

CHClN4OP



> Which value of energy does entry 2 give?

-30871.359 eV